Run A
Below is a 2-piece molecular cluster, C3H10NO overall, with properties calculated with wB97M-V/def2-TZVPD.

Geometry (Å):
C 0.10172 1.93988 1.24219
N -0.63321 2.01221 -0.10569
H 1.16065 1.83625 1.04016
H -0.33006 1.00983 1.66281
H -0.16143 2.77121 1.85677
H -0.67104 2.98628 -0.41473
H -0.12201 1.37475 -0.72535
H -1.49932 1.47115 0.00420
C 1.19936 -2.23379 -0.19576
C 0.38504 -1.41781 -0.90679
O -0.74343 -0.88969 -0.28193
H 1.14697 -1.95293 0.87318
H 1.26359 -3.30601 -0.31240
H 0.29846 -1.47342 -1.99312
H -1.18295 -1.56688 0.23649

Orbital gap ... 9.12 eV
Total charge ... +1
Multiplicity ... 1
HOMO level ... -12.8 eV


Run B
Below is a 2-piece molecular cluster, C3H10NO overall, with properties calculated with wB97M-V/def2-TZVPD.

Geometry (Å):
C 2.28569 0.63233 -1.22568
O 1.65321 0.11970 -0.00456
H 2.82754 1.51547 -1.02166
H 2.81186 -0.15370 -1.75332
H 1.44424 0.83410 -1.91739
H 2.38377 -0.24625 0.59292
C -1.93931 -0.35562 0.19600
C -1.89627 0.96227 0.52394
N -0.79154 -1.17034 0.61403
H -2.75621 -0.97159 -0.18636
H -2.43602 1.71576 -0.07098
H -1.13177 1.34103 1.17544
H -0.27335 -0.83270 1.39726
H -1.03546 -2.23163 0.78314
H -0.22012 -1.16962 -0.22633

Orbital gap ... 11.18 eV
Total charge ... +1
Multiplicity ... 1
HOMO level ... -14.7 eV


Energies relative to the most stable structure, in kcal/mol: run A 16.0; run B 0.0.